# 1
Density functional theory data (ωB97M-V/def2-TZVPD) for a molecular structure, C23H20AuIN5O.

Last column: natural (NBO) charge in e.
Atoms and positions in Å:
Au (0.207, -1.079, -1.110)  1.36
C (1.646, 2.656, 1.047)  -0.69
C (1.381, 1.460, 0.187)  0.23
N (0.481, 0.596, 0.419)  -0.32
N (-0.405, 0.642, 1.428)  -0.43
C (-1.188, -0.440, 1.421)  0.59
O (-1.143, -1.447, 0.615)  -0.77
C (-2.252, -0.469, 2.456)  -0.09
C (-2.291, 0.496, 3.460)  -0.18
C (-3.299, 0.462, 4.409)  -0.21
C (-4.269, -0.531, 4.362)  -0.18
C (-4.232, -1.495, 3.365)  -0.20
C (-3.225, -1.467, 2.414)  -0.20
C (2.212, 1.206, -1.040)  0.19
C (3.224, 2.092, -1.387)  -0.22
C (4.001, 1.851, -2.506)  -0.12
C (3.773, 0.714, -3.264)  -0.25
C (2.757, -0.134, -2.869)  0.06
N (2.002, 0.110, -1.795)  -0.50
H (0.929, 2.662, 1.863)  0.26
H (1.535, 3.579, 0.474)  0.24
H (2.655, 2.637, 1.463)  0.24
H (-1.531, 1.263, 3.488)  0.24
H (-3.328, 1.210, 5.190)  0.22
H (-5.056, -0.551, 5.105)  0.22
H (-4.989, -2.267, 3.329)  0.22
H (-3.189, -2.208, 1.627)  0.23
H (3.399, 2.967, -0.779)  0.24
H (4.784, 2.545, -2.782)  0.24
H (4.362, 0.485, -4.141)  0.25
H (2.537, -1.040, -3.419)  0.22
I (5.201, -3.317, 1.971)  0.24
C (3.282, -3.002, 1.312)  -0.31
C (2.104, -3.367, 1.930)  -0.02
N (1.105, -2.961, 1.138)  -0.30
N (1.562, -2.350, 0.036)  -0.38
C (2.890, -2.357, 0.139)  -0.03
H (1.920, -3.880, 2.859)  0.25
H (0.109, -2.962, 1.314)  0.46
H (3.509, -1.931, -0.633)  0.23
C (-2.864, 1.477, -3.645)  -0.20
C (-1.586, 1.246, -4.130)  -0.19
C (-0.663, 0.539, -3.367)  -0.30
C (-1.066, 0.049, -2.134)  -0.05
C (-2.336, 0.271, -1.625)  -0.29
C (-3.238, 0.987, -2.404)  -0.17
H (-3.571, 2.041, -4.238)  0.23
H (-1.294, 1.619, -5.103)  0.23
H (0.328, 0.361, -3.756)  0.22
H (-2.642, -0.125, -0.669)  0.24
H (-4.238, 1.157, -2.027)  0.23

Properties
HOMO = -11.1 eV
Electronic energy = -45457.938 eV
Kohn-Sham gap = 6.36 eV
E_LUMO = -4.760 eV
Net charge = +1

# 2
Density functional theory data (ωB97M-V/def2-TZVPD) for a molecular structure, C23H20BCl2KN7O2.

Last column: natural (NBO) charge in e.
Atoms and positions in Å:
K (0.300, 2.142, 1.083)  0.93
C (2.019, -2.370, 2.680)  -0.38
C (2.223, -1.126, 2.062)  -0.07
N (1.195, -0.315, 2.269)  -0.30
N (0.311, -1.006, 3.012)  -0.33
C (0.780, -2.244, 3.271)  -0.04
B (-1.060, -0.471, 3.502)  0.58
N (-2.072, -0.296, 2.345)  -0.34
C (-3.033, -1.184, 2.021)  -0.03
C (-3.709, -0.709, 0.919)  -0.37
C (-3.073, 0.510, 0.635)  -0.07
N (-2.091, 0.747, 1.496)  -0.31
N (-0.918, 0.814, 4.353)  -0.33
C (-1.305, 0.889, 5.644)  -0.03
C (-1.042, 2.159, 6.106)  -0.38
C (-0.484, 2.806, 4.993)  -0.07
N (-0.411, 1.996, 3.946)  -0.30
H (2.673, -3.226, 2.691)  0.21
H (3.063, -0.790, 1.474)  0.20
H (0.204, -2.937, 3.861)  0.21
H (-1.510, -1.324, 4.230)  -0.07
H (-3.170, -2.082, 2.602)  0.21
H (-4.532, -1.170, 0.400)  0.22
H (-3.274, 1.217, -0.155)  0.21
H (-1.735, 0.034, 6.137)  0.21
H (-1.226, 2.557, 7.089)  0.21
H (-0.134, 3.823, 4.907)  0.19
Cl (-0.315, -0.815, -0.723)  0.05
C (1.088, -1.589, -1.363)  -0.03
C (1.437, -2.835, -0.866)  -0.23
C (2.567, -3.471, -1.345)  -0.20
C (3.349, -2.869, -2.318)  -0.25
C (2.983, -1.626, -2.807)  -0.02
Cl (3.969, -0.894, -4.034)  0.00
C (1.849, -0.947, -2.347)  0.10
N (1.541, 0.336, -2.836)  -0.68
C (0.366, 0.572, -3.543)  0.28
C (-0.364, -0.473, -4.113)  -0.29
C (-1.533, -0.225, -4.814)  -0.20
C (-1.993, 1.074, -4.962)  -0.27
C (-1.251, 2.115, -4.417)  -0.18
C (-0.071, 1.897, -3.720)  -0.08
C (0.736, 3.061, -3.199)  -0.54
C (0.800, 3.123, -1.661)  0.78
O (-0.100, 3.734, -1.054)  -0.76
O (1.767, 2.503, -1.118)  -0.82
H (0.834, -3.276, -0.085)  0.24
H (2.848, -4.439, -0.950)  0.21
H (4.238, -3.350, -2.701)  0.22
H (1.829, 1.104, -2.211)  0.46
H (-0.017, -1.491, -3.987)  0.21
H (-2.088, -1.055, -5.234)  0.20
H (-2.911, 1.278, -5.498)  0.20
H (-1.595, 3.136, -4.537)  0.20
H (0.289, 3.988, -3.557)  0.22
H (1.760, 2.988, -3.574)  0.22

Properties
HOMO = -5.1 eV
Electronic energy = -80754.648 eV
Kohn-Sham gap = 7.68 eV
E_LUMO = 2.588 eV
Net charge = -1

# 3
Density functional theory data (ωB97M-V/def2-TZVPD) for 2 unconnected molecules or ions with the total composition C23H20BCl4NO3 in a non-equilibrium geometry.

Last column: natural (NBO) charge in e.
Atoms and positions in Å:
Cl (3.440, 1.732, 2.616)  -0.23
B (2.731, 0.023, 2.416)  0.40
Cl (3.482, -0.924, 0.965)  -0.27
Cl (2.936, -0.997, 3.965)  -0.25
O (1.296, 0.231, 2.138)  -0.56
C (0.454, -0.734, 2.065)  0.50
C (-0.942, -0.469, 2.213)  -0.15
C (-1.814, -1.573, 2.256)  -0.08
C (-3.180, -1.372, 2.354)  -0.26
C (-3.678, -0.059, 2.414)  0.02
Cl (-5.377, 0.196, 2.410)  0.06
C (-2.817, 1.054, 2.437)  -0.25
C (-1.446, 0.854, 2.366)  -0.11
H (0.818, -1.765, 1.965)  0.22
H (-1.388, -2.577, 2.259)  0.24
H (-3.877, -2.211, 2.361)  0.25
H (-3.224, 2.063, 2.504)  0.24
H (-0.740, 1.676, 2.463)  0.25
O (-2.175, -2.498, -0.601)  -0.65
C (-2.416, -1.677, -1.467)  0.90
O (-3.654, -1.244, -1.801)  -0.53
C (-4.765, -1.853, -1.056)  -0.10
C (-6.020, -1.290, -1.651)  0.03
C (-6.825, -2.125, -2.431)  -0.23
C (-7.948, -1.617, -3.085)  -0.21
C (-8.285, -0.264, -2.952)  -0.21
C (-7.494, 0.569, -2.150)  -0.20
C (-6.368, 0.059, -1.493)  -0.23
N (-1.464, -1.049, -2.270)  -0.65
C (-0.108, -1.185, -1.984)  0.14
C (0.642, -0.077, -1.683)  -0.44
C (0.393, -2.555, -2.003)  -0.02
C (1.661, -2.877, -1.499)  -0.20
C (2.117, -4.201, -1.497)  -0.22
C (1.283, -5.222, -1.968)  -0.20
C (0.016, -4.921, -2.489)  -0.22
C (-0.414, -3.592, -2.506)  -0.18
H (-4.720, -2.940, -1.208)  0.20
H (-4.649, -1.609, 0.009)  0.19
H (-6.542, -3.177, -2.511)  0.21
H (-8.554, -2.283, -3.701)  0.22
H (-9.173, 0.130, -3.453)  0.22
H (-7.754, 1.624, -2.042)  0.22
H (-5.751, 0.702, -0.859)  0.21
H (-1.776, -0.138, -2.597)  0.41
H (1.698, -0.182, -1.466)  0.22
H (0.187, 0.900, -1.729)  0.20
H (2.257, -2.096, -1.025)  0.23
H (3.107, -4.428, -1.092)  0.22
H (1.606, -6.263, -1.918)  0.21
H (-0.669, -5.701, -2.834)  0.22
H (-1.424, -3.370, -2.862)  0.21

Properties
HOMO = -8.5 eV
Electronic energy = -82578.081 eV
Kohn-Sham gap = 6.34 eV
E_LUMO = -2.142 eV

# 4
Density functional theory data (ωB97M-V/def2-TZVPD) for a molecular structure, C23H20BrCoN8O3SSe.

Last column: natural (NBO) charge in e.
Atoms and positions in Å:
Co (1.103, 0.326, -0.222)  1.49
Se (-2.000, -6.063, -2.957)  1.00
N (-1.388, -4.593, -3.727)  -0.59
C (-1.001, -3.797, -2.767)  0.12
C (-0.422, -2.478, -2.996)  -0.10
C (-0.214, -1.943, -4.270)  -0.09
C (0.343, -0.691, -4.387)  -0.23
C (0.704, -0.003, -3.233)  0.11
N (0.515, -0.508, -2.024)  -0.57
C (-0.056, -1.718, -1.895)  0.27
C (-0.281, -2.203, -0.525)  0.16
N (0.029, -1.360, 0.479)  -0.56
C (-0.120, -1.766, 1.735)  0.07
C (-0.577, -3.035, 2.062)  -0.24
C (-0.919, -3.897, 1.042)  -0.10
C (-0.786, -3.475, -0.281)  -0.01
C (-1.164, -4.298, -1.425)  0.09
N (-1.680, -5.492, -1.314)  -0.59
H (-0.492, -2.524, -5.139)  0.25
H (0.508, -0.237, -5.354)  0.24
H (1.156, 0.979, -3.278)  0.24
H (0.118, -1.040, 2.505)  0.22
H (-0.676, -3.320, 3.100)  0.24
H (-1.292, -4.894, 1.237)  0.25
O (5.135, -0.672, 4.403)  -0.62
C (4.311, -0.368, 3.400)  0.39
C (3.520, 0.779, 3.365)  -0.33
C (2.705, 0.982, 2.278)  0.08
N (2.629, 0.126, 1.245)  -0.62
C (3.405, -0.954, 1.295)  0.17
Br (3.335, -2.094, -0.208)  0.12
C (4.251, -1.261, 2.331)  -0.32
H (5.141, 0.016, 5.080)  0.50
H (3.537, 1.499, 4.173)  0.24
H (2.069, 1.854, 2.211)  0.23
H (4.863, -2.150, 2.327)  0.26
C (-4.639, 2.551, 0.896)  -0.44
N (-4.158, 2.054, -0.385)  -0.58
C (-3.162, 1.177, -0.537)  0.33
N (-2.634, 0.659, 0.596)  -0.80
S (-2.594, 0.730, -2.064)  -0.38
H (-5.417, 3.285, 0.710)  0.23
H (-3.834, 3.031, 1.456)  0.22
H (-5.062, 1.743, 1.497)  0.20
H (-4.560, 2.402, -1.237)  0.42
H (-2.729, 1.176, 1.458)  0.41
H (-1.738, 0.224, 0.465)  0.40
O (-1.290, 2.944, 1.706)  -0.62
C (-0.453, 3.153, 0.857)  0.71
C (-0.140, 4.522, 0.255)  -0.52
C (0.944, 4.247, -0.793)  -0.52
C (1.179, 2.770, -0.628)  0.68
O (1.993, 2.048, -1.238)  -0.70
N (0.368, 2.197, 0.281)  -0.81
H (0.191, 5.188, 1.051)  0.24
H (-1.057, 4.937, -0.158)  0.25
H (1.870, 4.800, -0.639)  0.25
H (0.615, 4.435, -1.815)  0.25

Properties
HOMO (spin up / spin down) = -10.2 / -10.2 eV
Electronic energy = -226088.719 eV
Kohn-Sham gap (spin up / spin down) = 6.92 / 6.73 eV
E_LUMO (spin up / spin down) = -3.311 / -3.500 eV
Net charge = +1
Multiplicity = 4